Density functional theory data (ωB97M-V/def2-TZVPD) for 8 unconnected molecules or ions with the total composition C28H52F12O20S4.

```
116
Properties=species:S:1:pos:R:3:mulliken_charge:R:1
C 0.1116 -6.9256 -1.6145 -1.060
C -1.2421 -7.0013 -0.8682 -0.317
O -2.1770 -6.1552 -1.5174 -0.262
C -3.5061 -6.4130 -1.7656 0.328
O -4.1765 -7.4054 -1.3151 -0.577
C -4.1595 -5.2545 -2.5100 0.954
F -3.4292 -4.1447 -2.3761 -0.203
F -4.2148 -5.5757 -3.8050 -0.249
F -5.3721 -5.0502 -1.9618 -0.235
H 0.9000 -7.4938 -1.1210 0.387
H 0.4509 -5.8902 -1.6440 0.248
H 0.0495 -7.2512 -2.6529 0.298
H -1.2285 -6.8116 0.2051 0.315
H -1.6332 -8.0187 -0.8605 0.361
C -3.5294 0.1542 3.9430 -1.256
C -4.3608 1.0804 3.1419 0.047
O -4.5156 2.3292 3.7980 -0.356
C -3.4988 3.2494 3.7726 0.469
O -2.7545 3.3438 2.8360 -0.498
C -3.5389 4.2621 4.8924 0.803
F -4.5712 4.1342 5.6355 -0.237
F -2.4121 4.1175 5.6052 -0.253
F -3.6281 5.5145 4.4865 -0.261
H -3.7429 -0.8399 3.5502 0.450
H -3.7935 0.1992 4.9996 0.440
H -2.4665 0.3900 3.8913 0.174
H -5.4026 0.7762 3.0410 -0.048
H -3.9761 1.1572 2.1249 0.446
C 1.9298 6.9334 -2.0917 -1.372
C 1.5381 5.5793 -2.3502 0.290
O 1.7699 4.9493 -1.1097 -0.165
C 0.9199 4.5833 -0.2409 0.437
O -0.3278 4.6809 -0.3596 -0.631
C 1.6124 3.9932 1.0455 0.842
F 2.8888 3.5889 0.8073 -0.245
F 1.7402 4.9778 2.0106 -0.298
F 0.9759 2.9769 1.5744 -0.158
H 1.9846 7.5869 -2.9624 0.434
H 2.9515 6.9553 -1.7124 0.290
H 1.2286 7.3401 -1.3631 0.333
H 2.1133 5.1274 -3.1583 -0.043
H 0.4803 5.5098 -2.6038 0.298
C 5.2694 2.7616 -5.1200 -1.347
C 4.3440 3.1991 -4.0169 -0.039
O 3.0334 2.8391 -4.4318 -0.255
C 2.5469 1.5817 -4.4578 0.454
O 3.1569 0.5688 -4.0834 -0.580
C 1.0010 1.6939 -4.7748 0.835
F 0.7232 2.7203 -5.5033 -0.220
F 0.5596 0.5314 -5.2881 -0.249
F 0.3537 1.8429 -3.5730 -0.191
H 5.2928 1.6792 -5.2466 0.317
H 6.2881 3.0941 -4.9207 0.399
H 4.9866 3.1175 -6.1107 0.353
H 4.4772 4.2726 -3.8826 0.317
H 4.7006 2.7261 -3.1019 0.237
C -9.4125 1.3709 2.0939 -1.261
C -8.2291 0.7428 1.3133 0.432
O -8.2201 1.2412 0.0449 -0.299
S -7.2574 0.5705 -1.1286 1.145
C -7.8213 1.6653 -2.4350 -0.958
O -5.8790 1.0322 -0.8163 -0.513
O -7.5999 -0.8676 -1.3200 -0.640
H -9.5371 2.4035 1.7679 0.339
H -9.1404 1.3978 3.1490 0.363
H -10.3521 0.8184 2.0843 0.312
H -7.3021 0.9544 1.8462 -0.217
H -8.2998 -0.3431 1.3769 0.359
H -7.7051 2.6174 -1.9172 0.312
H -8.8890 1.4752 -2.5444 0.362
H -7.3067 1.4565 -3.3730 0.372
C 5.2702 -1.4129 -1.4779 -0.809
C 6.5562 -2.0086 -1.0273 -0.363
O 6.8170 -1.8946 0.4106 -0.137
S 8.2646 -2.4458 0.9762 1.133
C 9.3494 -1.1735 0.4987 -0.909
O 8.1077 -2.5117 2.4079 -0.602
O 8.5534 -3.7470 0.3017 -0.661
H 5.2503 -1.9793 -2.4090 0.346
H 5.1565 -0.3311 -1.5482 0.254
H 4.4891 -1.8463 -0.8533 0.147
H 6.6406 -3.0659 -1.2783 0.331
H 7.3700 -1.4894 -1.5336 0.277
H 10.2810 -1.3581 1.0335 0.396
H 8.9029 -0.2467 0.8591 0.301
H 9.4372 -1.1212 -0.5865 0.329
C 0.2705 -1.4095 3.7371 -0.728
C 1.6038 -1.8428 4.4705 -0.626
O 2.4223 -2.5386 3.6450 -0.347
S 3.3690 -1.6655 2.5655 1.160
C 4.9243 -1.4347 3.6291 -0.987
O 3.7395 -2.6367 1.5081 -0.626
O 2.8083 -0.2930 2.4206 -0.449
H 0.3112 -0.4582 3.2065 0.194
H -0.4488 -1.2182 4.5334 0.450
H -0.1603 -2.2034 3.1270 0.258
H 2.1327 -0.9867 4.8894 0.284
H 1.3497 -2.5379 5.2707 0.447
H 5.3116 -2.3835 4.0005 0.365
H 4.6532 -0.6811 4.3684 0.367
H 5.7274 -1.0886 2.9783 0.230
C 1.3713 -0.0741 -0.7208 -0.898
C 0.5515 -1.1720 -0.0424 0.767
O -0.6962 -0.9792 -0.5643 -0.152
S -1.9849 -1.6458 0.2780 0.723
C -3.2901 -1.0099 -0.9387 -1.267
O -1.9147 -3.0978 0.1854 -0.516
O -2.2991 -1.0060 1.5353 -0.320
H 2.4010 -0.2456 -0.4070 0.092
H 1.1941 0.9289 -0.3327 0.125
H 1.4701 -0.1521 -1.8035 0.383
H 0.9715 -2.1773 -0.0737 0.459
H 0.4938 -1.0419 1.0383 -0.721
H -3.2220 0.0780 -0.9392 0.406
H -4.1927 -1.3751 -0.4487 0.399
H -3.0831 -1.4431 -1.9172 0.433
```

The HOMO energy is -10.468 eV. The relative energy (zero: lowest compared OMol25 entry of this formula, charge and spin) is 73.8 kcal/mol. As for the frontier orbital gap: 10.6 eV. As for the LUMO energy: 0.2 eV. The SMILES is CCOC(=O)C(F)(F)F.CCOC(=O)C(F)(F)F.CCOC(=O)C(F)(F)F.CCOC(=O)C(F)(F)F.CCOS(C)(=O)=O.CCOS(C)(=O)=O.CCOS(C)(=O)=O.CCOS(C)(=O)=O.